# 1
Formula: C26H32N10O4STi
Source: OMol25
Level of theory: ωB97M-V with the def2-TZVPD basis set

Results
* charge: +2
* HOMO-LUMO gap (alpha / beta): 6.418 / 8.521 eV
* <S²>: 2.009
* electronic energy: -3105.8268 a.u.
* HOMO energy (alpha / beta): -11.1 / -13.4 eV
* relative energy (zero: lowest compared OMol25 entry of this formula, charge and spin): 0.0 kcal/mol
* 2S+1: 3
* molar mass: 628.5 g/mol

Cartesian coordinates (Å):
1 Ti -0.6067 0.1361 0.3203
2 C -0.1655 -3.7973 -3.4343
3 N -1.1449 -3.6119 -2.3487
4 C -2.3437 -4.3141 -2.2523
5 C -2.9574 -3.8808 -1.1487
6 N -2.1272 -2.9134 -0.5695
7 C -1.0114 -2.7490 -1.3340
8 S 0.3315 -1.7086 -1.1001
9 C -2.5097 -2.2961 0.6806
10 C -3.1865 -3.0743 1.5958
11 C -3.7124 -2.4736 2.7256
12 C -3.5682 -1.1086 2.8770
13 C -2.8381 -0.4223 1.9354
14 N -2.2467 -1.0094 0.8635
15 H -0.1008 -4.8572 -3.6600
16 H 0.8000 -3.4360 -3.0995
17 H -0.4833 -3.2426 -4.3128
18 H -2.6479 -5.0415 -2.9855
19 H -3.9184 -4.1275 -0.7361
20 H -3.2975 -4.1357 1.4279
21 H -4.2467 -3.0658 3.4569
22 H -4.0211 -0.5742 3.7004
23 H -2.7343 0.6548 1.9918
24 O 2.0933 -3.6478 4.4416
25 C 3.2969 -3.0864 4.9399
26 N 4.0696 -2.6264 3.8172
27 C 3.6962 -1.7069 2.9009
28 O 4.3587 -1.4700 1.9029
29 C 2.4495 -0.9046 3.1489
30 C 2.3580 0.0408 4.1491
31 C 1.2153 0.8224 4.2247
32 C 0.2372 0.6576 3.2660
33 N 0.3328 -0.2363 2.2660
34 C 1.4122 -1.0233 2.2434
35 H 1.6889 -4.1781 5.1380
36 H 3.9050 -3.8312 5.4510
37 H 3.0945 -2.2724 5.6363
38 H 4.9328 -3.1000 3.5959
39 H 3.1660 0.1743 4.8610
40 H 1.0790 1.5628 5.0013
41 H -0.6538 1.2702 3.2841
42 H 1.4497 -1.7749 1.4662
43 N -1.5384 0.8955 -1.4977
44 C -1.4790 1.4378 -2.5186
45 N -1.4894 2.0737 -3.6724
46 C -0.8965 3.4266 -3.7659
47 C -1.5610 4.1592 -4.9068
48 O -1.4886 3.4029 -6.1023
49 C -2.2004 2.1828 -5.9801
50 C -1.5546 1.3043 -4.9398
51 H 0.1792 3.3468 -3.9338
52 H -1.0813 3.9398 -2.8232
53 H -1.0375 5.0949 -5.0873
54 H -2.6038 4.3825 -4.6601
55 H -2.1733 1.6900 -6.9490
56 H -3.2438 2.3848 -5.7158
57 H -0.5430 1.0333 -5.2482
58 H -2.1352 0.3999 -4.7673
59 C 0.3985 4.8349 1.0326
60 N 1.1762 3.6476 0.6201
61 C 2.5303 3.7289 0.4518
62 C 3.2816 2.6694 0.1275
63 C 2.5950 1.4271 -0.0817
64 N 1.2712 1.3511 0.0461
65 C 0.5724 2.4305 0.4753
66 O -0.6383 2.2536 0.7604
67 N 3.2562 0.3313 -0.4317
68 H 0.5703 5.6381 0.3216
69 H 0.7026 5.1483 2.0280
70 H -0.6498 4.5666 1.0430
71 H 2.9550 4.7131 0.6100
72 H 4.3514 2.7574 0.0166
73 H 4.2546 0.2796 -0.3090
74 H 2.7749 -0.5530 -0.4702

# 2
Formula: C26H32NO5STc
Source: OMol25
Level of theory: ωB97M-V with the def2-TZVPD basis set

Results
* charge: +1
* HOMO-LUMO gap (alpha / beta): 6.060 / 6.492 eV
* <S²>: 3.802
* electronic energy: -1919.3669 a.u.
* HOMO energy (alpha / beta): -11.3 / -11.8 eV
* relative energy (zero: lowest compared OMol25 entry of this formula, charge and spin): 64.2 kcal/mol
* 2S+1: 4
* molar mass: 568.6 g/mol

Cartesian coordinates (Å):
1 O -3.3079 -1.4095 -2.2556
2 C -4.2227 -2.5423 -2.2607
3 C -3.2709 -3.4545 -3.0668
4 H -5.2454 -2.3982 -2.6592
5 H -4.2726 -2.7784 -1.1855
6 C -2.3313 -2.2112 -3.0174
7 H -3.6301 -3.6488 -4.0936
8 H -3.0096 -4.3054 -2.4621
9 C -2.1169 -1.7000 -4.4707
10 H -2.8601 -0.9408 -4.7629
11 H -2.1680 -2.5278 -5.2069
12 H -1.1014 -1.2705 -4.5732
13 C -1.0353 -2.1624 -2.2124
14 H -1.2964 -2.1944 -1.1529
15 H -0.4989 -1.1939 -2.3284
16 H -0.3507 -3.0033 -2.4748
17 Tc 1.1570 0.1008 -0.0824
18 C 1.9409 -1.7546 1.3185
19 C 1.3207 -1.6631 2.5762
20 C -0.0834 -1.5439 2.3932
21 H 1.8442 -1.8457 3.5106
22 C -0.3895 -1.6745 1.0229
23 C 0.8895 -1.8933 0.2984
24 H 0.9951 -2.5285 -0.5831
25 H 3.0071 -1.9734 1.2315
26 H -0.8048 -1.4300 3.1914
27 H -1.3950 -1.7313 0.6043
28 C 3.5169 0.1327 -0.0868
29 C 3.0003 -0.9111 -0.9012
30 C 2.1352 -0.3530 -1.8948
31 H 3.3253 -1.9483 -0.8498
32 C 2.1551 1.0852 -1.7151
33 C 2.9900 1.3629 -0.5712
34 H 3.2753 2.3350 -0.1789
35 H 4.2634 0.0255 0.7011
36 H 1.6426 -0.9075 -2.6874
37 H 1.7034 1.8214 -2.3683
38 O -1.6975 2.0037 -1.9393
39 C -2.5424 1.9886 -3.1457
40 C -3.9609 2.5778 -2.8590
41 H -2.7598 0.9277 -3.3902
42 H -1.9927 2.4269 -4.0076
43 C -3.9100 2.9549 -1.3770
44 H -4.6831 1.7547 -2.9855
45 H -4.3016 3.3888 -3.5022
46 C -2.4490 2.7232 -0.9403
47 H -4.5159 2.2792 -0.7780
48 H -4.2459 3.9865 -1.2683
49 H -2.3865 2.1040 -0.0360
50 H -2.0329 3.7215 -0.7314
51 O 0.9638 -0.8776 5.4265
52 S 0.7934 0.5274 5.1327
53 O -0.0020 1.3172 6.0310
54 N 0.4077 0.7853 3.5455
55 C 1.4204 1.2041 2.8043
56 O 1.4263 1.2000 1.5093
57 C 2.5923 1.6115 3.5947
58 C 3.8733 1.9940 3.1627
59 C 4.9260 1.9444 4.0824
60 C 4.7204 1.4997 5.3995
61 C 3.4479 1.0983 5.8211
62 C 2.4061 1.2082 4.9098
63 H 4.0007 2.3197 2.1297
64 H 5.9273 2.2303 3.7628
65 H 5.5520 1.4498 6.0974
66 H 3.2514 0.6862 6.8056

# 3
Formula: C26H33CdF3N2O6S
Source: OMol25
Level of theory: ωB97M-V with the def2-TZVPD basis set

Results
* HOMO-LUMO gap: 7.297 eV
* electronic energy: -2437.0399 a.u.
* HOMO energy: -6.9 eV
* relative energy (zero: lowest compared OMol25 entry of this formula, charge and spin): 8.1 kcal/mol
* molar mass: 671.0 g/mol

Cartesian coordinates (Å):
1 Cd -0.1212 -0.1810 -0.6502
2 C -0.8932 2.8315 -1.5107
3 C 0.5878 3.1809 -1.5118
4 O 1.3146 1.9828 -1.3773
5 C 2.7223 2.1691 -1.4450
6 C 3.3700 0.8478 -1.7308
7 O 2.9716 0.4669 -3.0343
8 C 2.6416 -0.9023 -3.2244
9 C 1.3811 -0.9536 -4.0367
10 O 0.2684 -0.6497 -3.1988
11 C -0.8163 0.0039 -3.8346
12 C -0.7874 1.4738 -3.5053
13 O -1.1350 1.5721 -2.1231
14 H -1.4577 3.6213 -2.0145
15 H -1.2628 2.7250 -0.4932
16 H 0.7815 3.8649 -0.6767
17 H 0.8933 3.6854 -2.4344
18 H 3.0955 2.5853 -0.5012
19 H 2.9500 2.8767 -2.2493
20 H 3.0509 0.1125 -0.9870
21 H 4.4581 0.9578 -1.6667
22 H 2.4750 -1.4048 -2.2679
23 H 3.4456 -1.4199 -3.7564
24 H 1.2438 -1.9491 -4.4697
25 H 1.4538 -0.2226 -4.8479
26 H -1.7327 -0.4352 -3.4334
27 H -0.8030 -0.1586 -4.9143
28 H -1.5054 2.0390 -4.1080
29 H 0.2208 1.8625 -3.6773
30 O 1.4668 -1.5838 2.0670
31 C 1.2602 -1.9982 0.9277
32 O 1.6467 -1.3870 -0.1535
33 C 0.5319 -3.3066 0.7493
34 C 1.0773 -4.4131 1.3974
35 C 0.4946 -5.6646 1.3102
36 C -0.6841 -5.8028 0.5880
37 C -1.2529 -4.7049 -0.0337
38 C -0.6631 -3.4340 0.0175
39 S -1.5755 -2.1363 -0.7945
40 H 1.9806 -4.2724 1.9789
41 H 0.9436 -6.5154 1.8072
42 H -1.1697 -6.7692 0.5157
43 H -2.1833 -4.8142 -0.5784
44 F -7.0024 -1.2852 1.4906
45 C -6.5476 -0.1249 1.9901
46 F -7.4292 0.8254 1.6353
47 F -6.5802 -0.2212 3.3260
48 C -5.1678 0.1847 1.4733
49 C -4.9977 0.4756 0.1292
50 C -3.7164 0.7291 -0.3238
51 N -2.6458 0.7155 0.4725
52 C -2.8260 0.4358 1.7572
53 C -4.0687 0.1610 2.3082
54 H -5.8395 0.4916 -0.5506
55 H -3.5286 0.9380 -1.3712
56 H -1.9311 0.4087 2.3703
57 H -4.1667 -0.0747 3.3578
58 C 1.7969 0.8051 4.2318
59 C 2.2506 1.4766 2.9270
60 C 2.5050 2.9748 3.1431
61 C 3.5034 0.7873 2.3761
62 C 1.1563 1.3597 1.9376
63 N 0.2915 1.3091 1.1832
64 H 2.5996 0.8969 4.9661
65 H 1.5812 -0.2469 4.0581
66 H 0.9051 1.2923 4.6310
67 H 3.3206 3.0895 3.8588
68 H 1.6211 3.4748 3.5415
69 H 2.7932 3.4651 2.2111
70 H 4.2915 0.8664 3.1265
71 H 3.8492 1.2718 1.4600
72 H 3.2985 -0.2619 2.1655